The following is a DFT calculation (ωB97M-V/def2-TZVPD) of a 3-piece molecular cluster, C19H37BN2O8 overall.

Calculated values
* SMILES string: CCB(O)[C@]1(N)OC(=O)[C@@H](CCOC=O)[C@@]1(N)COC.C1CCOC1.C1CCOC1
* E_HOMO: -8.96 eV
* gap between HOMO and LUMO: 9.0086 eV
* 2S+1: 1

Last column: Mulliken charge in e.
Element x y z (Å)
C (1.5461, -3.0117, 3.3079)  -0.903
C (1.3449, -1.6506, 4.0131)  -0.487
B (0.4124, -0.6427, 3.2497)  0.435
O (-0.7711, -0.2598, 3.8697)  -0.671
C (0.7438, 0.0098, 1.8059)  0.272
N (2.0628, -0.4472, 1.3445)  -0.534
O (0.9004, 1.4401, 1.8413)  -0.376
C (0.7589, 1.9118, 0.5677)  -0.547
O (1.0104, 3.0647, 0.2561)  -0.653
C (0.2473, 0.7916, -0.3480)  -0.100
C (1.2822, 0.2123, -1.3247)  -0.787
C (0.6836, -0.1029, -2.6794)  -0.759
O (1.4052, -1.1945, -3.2745)  -0.376
C (0.8438, -2.3948, -3.0368)  0.266
O (1.4937, -3.4062, -2.8579)  -0.590
C (-0.3264, -0.1216, 0.7313)  1.286
N (-1.5004, 0.6566, 1.1992)  -0.633
C (-0.8609, -1.4813, 0.3607)  -1.877
O (0.1453, -2.3404, -0.1540)  -0.164
C (-0.2742, -3.6917, -0.1799)  -1.049
H (0.7541, -3.2533, 2.6121)  0.024
H (2.4838, -3.0103, 2.7742)  0.348
H (1.6125, -3.8241, 4.0154)  0.400
H (2.3256, -1.2211, 4.1740)  0.275
H (0.9051, -1.8170, 4.9873)  0.377
H (-1.2920, -1.0427, 4.0683)  0.327
H (2.7463, -0.2600, 2.0584)  0.334
H (2.0506, -1.4282, 1.1022)  0.128
H (-0.5918, 1.0805, -0.9726)  1.310
H (2.1334, 0.8723, -1.3881)  0.586
H (1.6699, -0.7050, -0.9191)  0.380
H (-0.3712, -0.3284, -2.6148)  0.329
H (0.8355, 0.7291, -3.3477)  0.425
H (-0.2495, -2.3885, -3.0992)  0.307
H (-2.0340, 0.1245, 1.8729)  0.312
H (-2.1260, 0.7893, 0.4162)  0.326
H (-1.6648, -1.3813, -0.3638)  0.455
H (-1.2855, -1.9384, 1.2590)  0.592
H (0.2958, -4.1932, -0.9458)  0.269
H (-1.3318, -3.7578, -0.4165)  0.429
H (-0.1346, -4.1683, 0.7856)  0.280
C (-0.7794, -0.6613, -7.3887)  -0.619
C (-1.9888, -1.5255, -7.0439)  -0.575
C (-1.8615, -1.6430, -5.5326)  -0.409
O (-1.2460, -0.4313, -5.0798)  -0.296
C (-0.7347, 0.2928, -6.2049)  -0.358
H (-0.8669, -0.1444, -8.3425)  0.362
H (0.1242, -1.2739, -7.4138)  0.278
H (-2.9108, -1.0015, -7.3052)  0.256
H (-1.9948, -2.4929, -7.5427)  0.331
H (-1.2173, -2.4858, -5.2591)  0.259
H (-2.8235, -1.7648, -5.0325)  0.292
H (-1.3753, 1.1645, -6.3743)  0.262
H (0.2730, 0.6420, -5.9774)  0.264
C (0.5165, 4.4252, 3.6971)  -0.339
C (-0.6601, 3.5365, 4.0832)  0.158
C (-0.5357, 3.4973, 5.5989)  -0.421
O (0.0348, 4.7491, 5.9926)  -0.431
C (0.5244, 5.4358, 4.8364)  -0.522
H (0.4143, 4.8890, 2.7180)  0.423
H (1.4400, 3.8423, 3.7004)  0.110
H (-1.5999, 4.0145, 3.7948)  0.235
H (-0.6285, 2.5479, 3.6296)  -0.307
H (0.1379, 2.6945, 5.9205)  0.228
H (-1.4945, 3.3651, 6.1022)  0.298
H (-0.1451, 6.2773, 4.6250)  0.268
H (1.5186, 5.8309, 5.0489)  0.289


The following is a DFT calculation (ωB97M-V/def2-TZVPD) of C19H37CaCl3CsF3IN4O11P2S as an isolated structure.

Calculated values
* total charge: +1
* E_HOMO: -8.26 eV
* gap between HOMO and LUMO: 1.2531 eV
* 2S+1: 1

Last column: Mulliken charge in e.
Element x y z (Å)
O (-6.2012, -2.8891, -1.4217)  -0.403
C (-5.8246, -1.8189, -1.1609)  -0.485
I (-7.2274, -0.1082, -1.1505)  -0.060
C (-4.3460, -1.5553, -0.7830)  -0.144
C (-3.3891, -1.0377, -2.0717)  -0.472
O (-2.4761, -1.8089, -2.4138)  -0.357
O (-3.6646, 0.2180, -2.5259)  0.002
C (-3.6359, 0.3531, -3.9733)  -0.545
N (-2.4376, 1.0599, -4.4307)  0.340
C (-1.1778, 0.5472, -3.9163)  0.257
O (-0.7562, 0.5898, -2.8006)  -0.427
F (-0.4477, 0.0570, -4.8618)  -0.042
C (-2.6125, 2.4187, -4.0292)  0.452
O (-2.5661, 2.8253, -2.9189)  -0.314
F (-2.8703, 3.2501, -5.0134)  -0.257
P (-4.0503, -1.1284, -5.0713)  0.637
O (-5.2069, -1.9986, -4.4181)  -0.487
O (-4.7406, -0.4413, -6.3247)  -0.566
S (-2.5514, -2.1332, -5.6456)  -0.218
H (-3.8206, -2.4209, -0.2545)  0.579
H (-4.3356, -0.6632, -0.0445)  0.184
H (-4.4381, 1.0609, -4.1854)  0.937
H (-4.8123, -2.6260, -3.7971)  0.373
H (-4.2548, 0.3713, -6.5324)  0.396
C (-2.6132, 2.1162, 0.8897)  0.474
Cl (-4.3786, 2.5096, 1.2800)  -0.332
Cl (-2.0860, 0.6656, 1.7405)  -0.181
H (-2.5124, 1.9660, -0.1902)  -0.551
H (-1.9961, 2.9493, 1.2083)  0.463
O (2.9713, -0.2148, 3.2902)  -0.834
P (3.4460, -0.5619, 1.9163)  0.925
N (1.9075, -0.8001, 1.1681)  0.162
C (1.5590, -1.7316, 0.1287)  0.036
C (1.1932, 0.4478, 0.9709)  -0.742
N (4.2560, -2.0473, 2.3139)  0.188
C (3.5865, -3.3282, 2.1363)  -1.096
C (4.8506, -2.0319, 3.6561)  -1.059
N (4.3111, -0.4285, 0.3732)  0.079
C (4.9517, -1.5440, -0.3085)  -0.863
C (5.2459, 0.6671, 0.4613)  -1.062
H (1.9206, -1.4228, -0.8643)  0.343
H (0.4694, -1.8194, 0.0615)  -0.660
H (1.8997, -2.7440, 0.3252)  0.149
H (1.6098, 1.0160, 0.1284)  0.610
H (1.2456, 1.0781, 1.8556)  0.551
H (0.1373, 0.2703, 0.7743)  -0.752
H (2.5920, -3.3537, 2.6047)  0.320
H (4.1909, -4.1228, 2.5725)  0.413
H (3.4959, -3.6057, 1.0844)  0.265
H (4.1084, -2.2342, 4.4363)  0.333
H (5.3139, -1.0730, 3.8728)  0.360
H (5.6294, -2.7922, 3.7163)  0.370
H (5.7562, -1.9873, 0.2792)  0.316
H (5.3794, -1.1685, -1.2389)  0.409
H (4.2379, -2.3119, -0.6014)  0.288
H (6.1095, 0.3932, 1.1933)  0.629
H (4.7533, 1.5704, 0.8464)  0.320
H (5.6811, 0.9165, -0.5048)  0.366
Cl (0.7546, -0.5002, -6.8188)  -0.542
Cs (-2.1720, -1.0660, -0.1712)  1.764
C (-2.7848, -3.3948, 6.4120)  -1.083
C (-2.1559, -3.2500, 5.0386)  -0.084
O (-0.9692, -2.4620, 5.1087)  -0.475
H (-3.0224, -2.4147, 6.8251)  0.284
H (-3.6989, -3.9885, 6.3676)  0.328
H (-2.0911, -3.8769, 7.1027)  0.341
H (-2.8440, -2.7473, 4.3546)  0.151
H (-1.9046, -4.2301, 4.6181)  0.272
H (-0.3642, -2.9156, 5.7034)  0.273
Ca (-6.4459, 2.9509, 0.0674)  0.730
F (7.5109, 0.2334, 1.6258)  -0.611
O (1.9152, 3.3076, 1.2745)  -0.456
C (1.7780, 4.1648, 0.4525)  0.457
O (2.0471, 5.4600, 0.7012)  -0.383
C (1.6847, 6.2740, -0.4292)  -0.448
C (1.6791, 5.3216, -1.6154)  -0.672
C (1.2487, 4.0034, -0.9678)  0.000
H (0.7020, 6.7116, -0.2402)  0.234
H (2.4085, 7.0759, -0.5403)  0.344
H (1.0328, 5.6497, -2.4265)  0.356
H (2.6886, 5.2195, -2.0126)  0.300
H (0.1610, 3.9017, -0.9382)  0.006
H (1.6922, 3.1427, -1.4611)  0.297


The following is a DFT calculation (ωB97M-V/def2-TZVPD) of a 5-piece molecular cluster, C19H37NO11 overall.

Calculated values
* SMILES string: N[C@@H]1COC(=O)O1.CCOC(C)=O.CCOC(C)=O.CCOC(C)=O.CCOC(C)=O
* E_HOMO: -9.89 eV
* gap between HOMO and LUMO: 10.2911 eV
* 2S+1: 1

Last column: Mulliken charge in e.
Element x y z (Å)
N (1.8612, 1.5900, 0.9197)  -0.568
C (0.5518, 1.6341, 1.4972)  0.156
C (-0.2651, 0.3653, 1.3053)  -0.021
O (-1.6187, 0.8894, 1.2772)  -0.258
C (-1.5630, 2.2239, 1.1422)  0.629
O (-2.4879, 2.9874, 1.2667)  -0.522
O (-0.2868, 2.5953, 0.8264)  -0.424
H (2.4977, 2.0759, 1.5395)  0.174
H (1.8146, 2.1076, 0.0546)  0.273
H (0.5778, 1.8771, 2.5537)  0.437
H (-0.1395, -0.2565, 2.1784)  0.206
H (-0.0874, -0.1470, 0.3765)  -0.107
O (-7.1631, -1.2700, 3.5846)  -0.565
C (-6.6870, -0.4995, 2.8003)  0.707
O (-5.6763, 0.2899, 3.1990)  -0.399
C (-4.9479, 1.1391, 2.3022)  -0.042
C (-5.6485, 2.4658, 2.1003)  -0.986
C (-7.2303, -0.3625, 1.3950)  -0.876
H (-4.7459, 0.6260, 1.3614)  0.247
H (-3.9874, 1.2982, 2.7824)  0.149
H (-6.6270, 2.3366, 1.6354)  0.305
H (-5.0477, 3.1179, 1.4703)  0.318
H (-5.8055, 2.9544, 3.0617)  0.316
H (-8.0923, 0.3021, 1.4230)  0.247
H (-7.5596, -1.3439, 1.0645)  0.298
H (-6.5146, 0.0181, 0.6706)  0.299
O (4.6556, 2.5721, 2.7441)  -0.575
C (5.2897, 3.4642, 2.2545)  0.826
O (4.7826, 4.7083, 2.2980)  -0.369
C (5.5080, 5.8629, 1.8669)  -0.416
C (5.3821, 6.0898, 0.3751)  -0.948
C (6.5977, 3.2116, 1.5421)  -1.032
H (6.5475, 5.8048, 2.1911)  0.379
H (5.0535, 6.6895, 2.4089)  0.312
H (5.8155, 5.2689, -0.1962)  0.271
H (5.8901, 7.0106, 0.0890)  0.357
H (4.3321, 6.1700, 0.0956)  0.291
H (6.3779, 2.8918, 0.5245)  0.248
H (7.1102, 2.4031, 2.0557)  0.332
H (7.2654, 4.0685, 1.5077)  0.320
O (0.5053, -1.1096, -1.7573)  -0.540
C (-0.5505, -1.2875, -2.3037)  0.804
O (-0.5483, -1.7683, -3.5550)  -0.365
C (-1.7442, -2.1440, -4.2467)  -0.443
C (-2.4043, -0.9615, -4.9229)  -1.061
C (-1.8543, -0.9154, -1.6402)  -0.923
H (-2.4236, -2.6716, -3.5764)  0.392
H (-1.4133, -2.8639, -4.9924)  0.375
H (-2.7327, -0.2144, -4.2003)  0.265
H (-3.2729, -1.2902, -5.4930)  0.372
H (-1.7033, -0.4786, -5.6028)  0.306
H (-2.0245, 0.1520, -1.7769)  0.212
H (-1.7576, -1.1203, -0.5788)  0.245
H (-2.7200, -1.4659, -1.9988)  0.380
O (1.0751, -7.7870, 0.0095)  -0.569
C (1.6583, -6.8385, -0.4311)  0.717
O (1.0880, -5.6247, -0.3286)  -0.374
C (1.7565, -4.4143, -0.7015)  -0.364
C (1.6214, -4.1186, -2.1779)  -0.730
C (2.9855, -6.9811, -1.1422)  -0.881
H (2.7971, -4.4343, -0.3755)  0.333
H (1.2612, -3.6357, -0.1247)  0.204
H (2.0923, -4.8885, -2.7914)  0.366
H (2.0746, -3.1581, -2.4123)  0.302
H (0.5699, -4.0787, -2.4567)  0.134
H (2.7927, -7.2597, -2.1771)  0.241
H (3.5383, -7.7848, -0.6640)  0.310
H (3.6040, -6.0876, -1.1264)  0.306


The following is a DFT calculation (ωB97M-V/def2-TZVPD) of C19H37NO3SSiV as an isolated structure.

Calculated values
* E_HOMO (spin up / spin down): -7.60 / -7.23 eV
* gap between HOMO and LUMO (spin up / spin down): 7.5548 / 7.3610 eV
* 2S+1: 2
* energy above the lowest of the compared OMol25 structures with the same formula, charge and spin: 113.1 kcal per mole

Last column: Mulliken charge in e.
Element x y z (Å)
C (-1.2095, 1.3838, -4.8981)  -0.501
C (0.1799, 1.0252, -4.9879)  -0.263
C (0.9654, 2.0571, -4.3673)  -0.583
C (0.0459, 3.0773, -3.8653)  -0.556
C (-1.3179, 2.6623, -4.2008)  -0.550
V (-0.3375, 1.4480, -2.9746)  0.581
N (-0.7236, -1.4597, -2.7751)  -0.136
C (-0.7160, -2.8553, -2.9841)  -0.489
C (0.6101, -2.2074, -3.1740)  0.086
H (2.0365, 1.9841, -4.2388)  0.409
H (0.5634, 0.1175, -5.4455)  0.624
H (0.3129, 3.8365, -3.1614)  0.566
H (-2.2336, 2.9878, -3.7417)  0.457
H (-2.0083, 0.6999, -5.1588)  0.441
H (0.8992, -1.6994, -4.2067)  0.171
H (-1.1261, -3.2325, -3.9199)  0.315
H (-1.7820, -1.2587, -2.6587)  0.147
H (1.3518, -2.1007, -2.2886)  -0.160
H (-0.7996, -3.4621, -2.0927)  0.152
C (-1.9871, -3.2043, 0.4344)  -1.762
C (-1.8603, -1.8363, 1.0942)  1.791
C (-3.2340, -1.1964, 1.2570)  -1.513
C (-1.1534, -1.9967, 2.4320)  -1.359
O (-1.1092, -0.9831, 0.1626)  0.263
Si (0.1169, 0.0113, 0.6791)  -0.027
S (0.5847, 1.6581, -0.5068)  -0.705
O (-0.2506, 0.6870, 2.1224)  0.165
C (-0.7217, 1.9229, 2.7426)  1.817
C (-1.3758, 2.8468, 1.7238)  -1.649
C (-1.7378, 1.5046, 3.7974)  -1.647
C (0.4805, 2.6048, 3.3858)  -1.674
O (1.4543, -0.9738, 0.7622)  -0.553
C (2.8596, -0.5717, 0.8018)  1.564
C (3.3786, -0.3315, -0.6125)  -1.350
C (3.0481, 0.6806, 1.6458)  -1.281
C (3.5982, -1.7549, 1.4203)  -1.861
H (-2.5976, -3.8547, 1.0766)  0.473
H (-1.0007, -3.6699, 0.3047)  0.320
H (-2.4834, -3.1241, -0.5399)  0.297
H (-3.8408, -1.7971, 1.9500)  0.363
H (-3.1512, -0.1716, 1.6473)  0.105
H (-3.7454, -1.1675, 0.2844)  0.319
H (-0.1254, -2.3614, 2.2987)  0.190
H (-1.1525, -1.0689, 3.0208)  0.183
H (-1.7023, -2.7493, 3.0203)  0.520
H (-2.2096, 2.3470, 1.2136)  0.238
H (-1.7692, 3.7260, 2.2575)  0.495
H (-0.6476, 3.1929, 0.9777)  0.331
H (-1.2941, 0.8068, 4.5199)  0.343
H (-2.0696, 2.3949, 4.3471)  0.485
H (-2.6247, 1.0460, 3.3387)  0.304
H (0.9789, 1.9297, 4.0957)  0.311
H (1.2014, 2.9340, 2.6262)  0.259
H (0.1379, 3.4904, 3.9401)  0.472
H (2.8958, 0.5443, -1.0659)  0.147
H (4.4609, -0.1396, -0.5577)  0.491
H (3.2092, -1.2131, -1.2431)  0.271
H (2.6284, 0.5471, 2.6514)  0.270
H (4.1268, 0.8758, 1.7434)  0.569
H (2.5961, 1.5604, 1.1653)  0.158
H (3.2675, -1.9305, 2.4519)  0.391
H (3.4334, -2.6683, 0.8343)  0.354
H (4.6761, -1.5501, 1.4387)  0.406


Number 1: electronic energy -1482.434146 Eh, maximum force 2.23 eV/A. Number 2: electronic energy -5548.513205 Eh, maximum force 12.69 eV/A. Number 3: electronic energy -1628.582703 Eh, maximum force 1.44 eV/A. Number 4: electronic energy -2658.254442 Eh, maximum force 6.42 eV/A.